Density functional theory data (ωB97M-V/def2-TZVPD) for C4H6N2S2 in the gas phase in a non-equilibrium geometry.

Element x y z (Å)
1 H 2.146 -1.801 -1.586
2 H 0.746 -2.511 -0.891
3 N 1.049 0.883 -1.229
4 H 1.968 2.044 -2.591
5 C -0.255 0.998 0.989
6 N 0.729 -0.379 -0.739
7 H 0.621 -1.642 -2.450
8 H 0.639 1.484 1.340
9 H 2.041 0.131 -2.861
10 C 1.099 -1.597 -1.452
11 C -0.012 -0.418 0.437
12 C 1.695 0.994 -2.297
13 S -0.518 -1.735 1.228
14 S -1.718 1.667 1.068

## Properties
Energy = -1061.812725 Ha
Largest force on an atom = 1.98 eV/Å
Kohn-Sham gap = 8.12 eV

Density functional theory data (ωB97M-V/def2-TZVPD) for C5H6S2 in the gas phase in a non-equilibrium geometry.

Element x y z (Å)
1 H -0.242 2.585 0.397
2 C 2.416 0.242 -0.070
3 H -0.846 1.930 -1.125
4 C -0.691 1.653 -0.054
5 C 0.238 -0.817 0.076
6 C -1.023 -1.605 0.156
7 S 3.802 0.998 -0.217
8 H -1.657 1.543 0.397
9 H -0.798 -2.504 -0.521
10 C 0.126 0.489 -0.016
11 H -1.799 -1.009 -0.217
12 S 1.917 -1.474 0.070
13 H -1.444 -2.031 1.124

## Properties
Energy = -990.327814 Ha
Largest force on an atom = 5.43 eV/Å
Kohn-Sham gap (spin up / spin down) = 7.47 / 7.47 eV